Entry 1:
{
  "formula": "C22H44Br22",
  "method": "wB97M-V/def2-TZVPD",
  "symbols": ["Br", "C", "C", "Br", "H", "H", "H", "H", "Br", "C", "C", "Br", "H", "H", "H", "H", "Br", "C", "C", "Br", "H", "H", "H", "H", "Br", "C", "C", "Br", "H", "H", "H", "H", "Br", "C", "C", "Br", "H", "H", "H", "H", "Br", "C", "C", "Br", "H", "H", "H", "H", "Br", "C", "C", "Br", "H", "H", "H", "H", "Br", "C", "C", "Br", "H", "H", "H", "H", "Br", "C", "C", "Br", "H", "H", "H", "H", "Br", "C", "C", "Br", "H", "H", "H", "H", "Br", "C", "C", "Br", "H", "H", "H", "H"],
  "coordinates": [[4.8914, 1.9864, -3.3504], [3.2507, 1.1354, -3.9515], [2.0826, 1.9877, -3.5938], [0.4726, 1.2243, -4.3906], [3.2175, 0.2173, -3.3636], [3.3065, 0.8137, -4.9810], [2.1443, 2.9784, -4.0374], [1.9122, 2.1290, -2.5341], [2.2967, -0.5296, -0.6631], [0.9183, 0.1354, 0.4970], [-0.4051, -0.5401, 0.2421], [-0.9607, -0.2308, -1.6128], [0.8347, 1.2097, 0.3959], [1.1729, -0.1133, 1.5299], [-1.1990, -0.1111, 0.8275], [-0.2977, -1.6134, 0.3070], [-2.9959, 0.8993, -5.2591], [-3.8301, 1.1790, -3.5320], [-4.6817, 0.0079, -3.2477], [-5.6493, 0.3223, -1.5965], [-4.3807, 2.1079, -3.5312], [-2.9947, 1.2757, -2.8477], [-4.1547, -0.9240, -3.0863], [-5.3582, -0.1528, -4.0836], [8.2072, -2.8196, -2.3421], [7.0876, -1.8975, -1.0669], [5.7081, -1.7797, -1.5270], [4.8515, -3.5196, -1.6420], [7.5227, -0.9249, -0.8701], [7.1224, -2.4737, -0.1487], [5.6207, -1.3689, -2.5248], [5.1250, -1.1676, -0.8464], [3.1051, 2.1909, -0.3613], [4.1723, 1.3485, 0.9747], [4.6893, 0.0046, 0.5843], [6.0016, 0.1491, -0.8396], [3.6272, 1.2957, 1.9191], [4.9969, 2.0284, 1.1819], [3.8969, -0.6310, 0.1940], [5.1569, -0.5072, 1.4165], [1.9886, 3.8109, 5.6593], [1.9879, 2.1675, 4.6581], [0.7190, 2.1091, 3.8510], [0.5990, 0.3858, 2.9752], [2.0818, 1.2931, 5.2894], [2.8614, 2.1904, 4.0128], [0.6065, 2.8986, 3.1223], [-0.1395, 2.1664, 4.5152], [-2.8555, -1.8531, 2.3220], [-4.6910, -1.2276, 2.2247], [-5.6325, -2.3870, 2.2043], [-7.4123, -1.6997, 1.8557], [-4.7451, -0.6206, 1.3297], [-4.8569, -0.6075, 3.0999], [-5.6191, -2.9484, 3.1280], [-5.4285, -3.0436, 1.3698], [-0.3766, 7.6746, -0.6663], [-0.5505, 5.7544, -0.4905], [-0.0865, 5.1603, -1.7895], [-0.1674, 3.2097, -1.7031], [-1.6037, 5.5752, -0.3160], [-0.0263, 5.4059, 0.3891], [0.9459, 5.4085, -1.9742], [-0.7706, 5.4872, -2.5584], [0.0721, -4.2688, -0.9631], [-1.6641, -3.9171, -1.7349], [-2.6694, -4.1261, -0.6508], [-4.3902, -3.3666, -1.1984], [-1.8721, -4.6182, -2.5409], [-1.6856, -2.9292, -2.1675], [-2.4059, -3.6231, 0.2636], [-2.8694, -5.1748, -0.4902], [1.2013, -2.9524, 2.3210], [1.3038, -4.7972, 2.9281], [-0.1015, -5.3237, 3.0992], [-0.0895, -7.2446, 3.2062], [1.9074, -4.8471, 3.8306], [1.8852, -5.3191, 2.1753], [-0.6887, -5.0486, 2.2282], [-0.5773, -4.8808, 3.9659], [-1.9544, 3.1249, 1.7177], [-3.2862, 2.1123, 0.7740], [-4.5796, 2.8721, 0.5916], [-4.4972, 3.8168, -1.1062], [-3.4252, 1.1678, 1.2946], [-2.8079, 1.8837, -0.1726], [-4.7174, 3.6609, 1.3128], [-5.4001, 2.1668, 0.5681]],
  "mulliken_charge": [-0.17, -0.38, 0.39, -0.15, 0.09, 0.51, 0.46, -0.92, 0.12, -0.98, 0.19, -0.09, 0.87, 0.17, 0.01, 0.01, -0.18, -0.18, -0.27, -0.13, 0.43, -0.28, 0.15, 0.43, -0.18, -0.55, 0.27, -0.18, 0.44, 0.47, 0.54, -0.89, -0.16, -0.61, -0.22, -0.25, 0.12, 0.56, -0.04, 0.45, -0.15, -0.55, -0.65, 0.00, 0.45, 0.22, 0.24, 0.49, -0.11, -0.06, -0.44, -0.17, -0.21, 0.46, 0.46, 0.11, -0.15, -0.45, -0.75, 0.10, 0.18, 0.30, 0.44, 0.44, -0.14, -0.46, -0.13, -0.20, 0.50, 0.05, -0.16, 0.47, -0.04, -0.74, -0.20, -0.15, 0.44, 0.41, 0.00, 0.37, -0.10, 0.77, -0.53, -0.15, -0.57, -0.30, 0.50, 0.33],
  "total_charge": 0,
  "de_lowest_ev": 11.546,
  "orbital_gap_ev": 7.78
}


Entry 2:
{
  "formula": "C22H44Br2O10S5",
  "method": "wB97M-V/def2-TZVPD",
  "symbols": ["C", "C", "C", "S", "O", "O", "C", "H", "H", "H", "H", "H", "H", "H", "H", "C", "C", "C", "S", "O", "O", "C", "H", "H", "H", "H", "H", "H", "H", "H", "C", "C", "C", "S", "O", "O", "C", "H", "H", "H", "H", "H", "H", "H", "H", "C", "C", "C", "S", "O", "O", "C", "H", "H", "H", "H", "H", "H", "H", "H", "C", "C", "C", "S", "O", "O", "C", "H", "H", "H", "H", "H", "H", "H", "H", "Br", "C", "C", "Br", "H", "H", "H", "H"],
  "coordinates": [[26.9037, -24.1617, -25.5212], [27.4339, -22.7282, -25.3814], [26.3297, -21.8446, -24.8201], [24.7654, -22.5669, -25.3625], [24.1644, -21.8166, -26.4249], [23.9809, -22.8683, -24.1871], [25.4855, -24.0548, -26.0437], [26.9960, -24.7171, -24.5826], [27.5200, -24.7275, -26.2211], [27.7564, -22.3946, -26.3712], [28.3267, -22.6871, -24.7590], [26.3415, -20.8057, -25.1343], [26.2528, -21.9430, -23.7367], [25.5181, -23.8647, -27.1212], [24.8078, -24.9026, -25.9549], [16.8806, -20.4288, -19.2483], [17.8938, -19.2851, -19.3537], [18.9718, -19.7744, -20.2922], [18.1219, -20.5895, -21.6135], [18.7569, -21.8280, -21.9724], [17.7692, -19.6404, -22.6379], [16.6223, -20.9085, -20.6683], [15.9384, -20.1468, -18.7883], [17.3717, -21.2373, -18.7012], [18.3652, -19.0620, -18.3962], [17.4090, -18.3642, -19.6886], [19.4556, -20.5952, -19.7565], [19.7048, -19.0529, -20.6247], [16.4198, -21.9756, -20.7204], [15.8378, -20.3493, -21.1724], [16.3002, -24.5060, -22.2014], [15.9785, -25.1390, -23.5419], [14.4660, -25.2441, -23.6381], [13.9550, -25.7858, -22.0194], [13.9767, -27.2247, -21.9876], [12.7759, -25.0961, -21.5809], [15.4053, -25.1479, -21.1492], [16.0882, -23.4343, -22.2163], [17.3617, -24.6026, -21.9781], [16.3626, -26.1667, -23.5541], [16.4244, -24.6567, -24.4086], [14.0511, -25.8493, -24.4395], [13.9971, -24.2602, -23.7732], [15.8520, -26.0125, -20.6607], [15.0040, -24.4755, -20.3946], [25.6970, -20.9719, -20.3483], [24.6073, -21.5188, -21.2756], [23.4540, -21.8820, -20.3800], [23.3721, -20.5134, -19.2201], [23.3026, -21.0140, -17.8705], [22.3952, -19.5604, -19.6571], [25.0310, -19.9085, -19.5155], [26.5196, -20.5959, -20.9597], [26.1422, -21.7761, -19.7562], [24.9414, -22.3304, -21.9180], [24.3155, -20.6812, -21.9214], [23.7046, -22.7795, -19.8115], [22.4758, -22.0012, -20.8399], [25.4261, -19.6868, -18.5269], [24.9180, -18.9579, -20.0393], [24.7225, -27.3888, -22.4225], [25.6588, -26.8289, -23.4744], [26.4051, -27.9843, -24.1060], [26.5165, -29.2731, -22.8547], [27.8451, -29.4882, -22.3666], [25.7666, -30.3932, -23.3503], [25.5629, -28.3950, -21.6409], [23.9381, -27.9655, -22.9240], [24.3021, -26.6230, -21.7832], [26.3368, -26.0841, -23.0386], [25.1431, -26.2585, -24.2539], [27.3622, -27.7890, -24.5833], [25.7787, -28.4677, -24.8594], [26.3284, -27.8488, -21.0789], [25.0526, -29.0902, -20.9829], [21.8656, -25.7157, -21.1670], [21.9086, -24.5893, -22.7532], [20.5466, -24.3494, -23.3218], [19.5574, -25.9772, -23.6728], [22.4802, -25.1201, -23.5150], [22.4598, -23.6940, -22.4958], [20.5904, -23.7968, -24.2587], [19.8974, -23.7451, -22.6914]],
  "mulliken_charge": [-0.14, -0.84, -0.29, 0.99, -0.73, -0.42, -0.90, -0.08, 0.40, 0.29, 0.43, 0.47, -0.09, 0.41, 0.45, -0.78, -0.75, -0.59, 1.11, -0.56, -0.71, 0.01, 0.38, 0.30, 0.35, 0.35, 0.24, 0.48, -0.38, 0.44, 0.16, -0.77, -0.81, 1.15, -0.65, -0.67, -0.70, -0.03, 0.13, 0.33, 0.35, 0.47, 0.36, 0.34, 0.36, -0.79, 0.00, -0.65, 1.18, -0.69, -0.63, -0.77, 0.37, 0.36, -0.05, 0.23, 0.43, 0.29, 0.42, 0.34, -0.30, 0.47, -0.90, 1.16, -0.66, -0.66, -0.94, 0.37, 0.03, 0.26, -0.55, 0.43, 0.42, 0.37, 0.49, -0.14, 0.05, -0.32, -0.19, 0.28, -0.09, 0.51, 0.03],
  "total_charge": 0,
  "de_lowest_ev": 0.356,
  "smiles": "O=S1(=O)CCCC1.O=S1(=O)CCCC1.O=S1(=O)CCCC1.O=S1(=O)CCCC1.O=S1(=O)CCCC1.BrCCBr",
  "orbital_gap_ev": 9.99
}


Entry 3:
{
  "formula": "C22H44Cl10O9",
  "method": "wB97M-V/def2-TZVPD",
  "symbols": ["C", "C", "O", "C", "O", "O", "C", "H", "H", "H", "H", "H", "H", "H", "H", "C", "C", "O", "C", "O", "O", "C", "H", "H", "H", "H", "H", "H", "H", "H", "C", "C", "O", "C", "O", "O", "C", "H", "H", "H", "H", "H", "H", "H", "H", "Cl", "C", "C", "Cl", "H", "H", "H", "H", "Cl", "C", "C", "Cl", "H", "H", "H", "H", "Cl", "C", "C", "Cl", "H", "H", "H", "H", "Cl", "C", "C", "Cl", "H", "H", "H", "H", "Cl", "C", "C", "Cl", "H", "H", "H", "H"],
  "coordinates": [[-1.1660, -2.5474, 4.5092], [-1.5664, -1.1545, 4.0784], [-2.9787, -1.0486, 4.3825], [-3.5518, 0.0772, 3.9615], [-2.9951, 1.0369, 3.4513], [-4.9182, 0.0065, 4.1867], [-5.6010, 1.2449, 3.8655], [-0.1777, -2.7400, 4.0475], [-1.9070, -3.1997, 4.0489], [-1.1574, -2.6476, 5.5815], [-1.3543, -1.0047, 3.0546], [-0.9533, -0.4167, 4.5919], [-6.6494, 1.1734, 4.1971], [-5.7004, 1.6095, 2.8632], [-5.1221, 2.0932, 4.3830], [4.5232, -1.8017, -0.0162], [3.7476, -1.4718, 1.2759], [3.2406, -0.1495, 1.2195], [4.1643, 0.7790, 1.4294], [5.3102, 0.5488, 1.8346], [3.6677, 1.9989, 1.0991], [4.4296, 3.1586, 1.3924], [3.9149, -1.5939, -0.9180], [4.7532, -2.8008, -0.0841], [5.3676, -1.1526, -0.0087], [4.3875, -1.5628, 2.1227], [2.9075, -2.0794, 1.4367], [4.8204, 3.5624, 0.4479], [5.2985, 2.9294, 2.0222], [3.8071, 3.8853, 1.9201], [1.2005, -2.6738, -2.4277], [0.5898, -2.3840, -1.0545], [1.0658, -1.0483, -0.7450], [0.4220, -0.5662, 0.3178], [-0.1607, -1.2573, 1.0686], [0.6330, 0.7378, 0.4427], [0.3801, 1.2325, 1.7910], [1.1677, -3.7246, -2.4935], [2.2292, -2.4275, -2.4564], [0.7302, -2.1397, -3.3043], [0.9656, -3.0858, -0.3082], [-0.5089, -2.4099, -1.1297], [1.0775, 0.7526, 2.4960], [-0.6724, 1.0341, 2.0138], [0.6545, 2.3489, 1.8057], [5.4009, -2.8226, -4.0104], [4.2597, -3.4881, -5.2101], [4.5268, -2.8115, -6.5004], [5.9655, -3.5538, -7.2715], [3.2295, -3.2093, -4.8150], [4.3105, -4.5451, -5.2302], [4.7939, -1.7767, -6.2491], [3.8165, -2.9084, -7.2698], [-6.1425, -1.4036, 0.1857], [-5.1406, -2.2546, 1.3947], [-3.6785, -2.1948, 1.1372], [-3.2091, -3.3705, -0.2281], [-5.5448, -3.2636, 1.4947], [-5.4545, -1.9075, 2.3600], [-3.0854, -2.5285, 2.0413], [-3.2980, -1.2291, 0.8653], [2.1228, 3.6931, -2.1393], [2.6600, 1.9932, -1.8560], [3.2655, 1.3868, -3.1426], [4.8390, 2.1352, -3.6997], [1.7707, 1.5049, -1.5676], [3.3887, 2.0667, -1.0916], [2.5582, 1.3508, -4.0117], [3.5346, 0.3133, -2.9537], [-1.5614, 4.1155, 0.2325], [-3.0853, 4.8181, 0.7663], [-4.1864, 3.6984, 0.8260], [-5.7087, 4.5068, 1.1765], [-3.2037, 5.7422, 0.1114], [-3.0304, 5.3226, 1.7755], [-3.9055, 3.0325, 1.6766], [-4.4223, 3.0974, -0.1100], [-1.7627, -0.0711, -2.6228], [-2.7666, 1.2239, -2.0396], [-3.2688, 2.0937, -3.2112], [-4.0465, 3.6548, -2.7045], [-2.1481, 1.8126, -1.4075], [-3.6684, 0.8325, -1.4812], [-4.0013, 1.4972, -3.6849], [-2.4385, 2.3257, -3.9278]],
  "mulliken_charge": [-1.43, 0.32, -0.32, 0.80, -0.55, -0.34, -0.70, 0.31, 0.32, 0.40, -0.13, 0.52, 0.29, 0.24, 0.33, -1.23, -0.65, -0.04, 0.71, -0.63, -0.20, -0.90, 0.05, 0.52, 0.48, 0.52, 0.42, 0.29, 0.38, 0.26, -1.03, -0.11, 0.36, 0.11, -0.60, -0.03, -0.65, 0.49, 0.06, 0.25, 0.36, 0.04, 0.25, 0.22, 0.18, -0.17, -0.11, -0.49, -0.20, -0.04, 0.40, 0.27, 0.35, -0.21, -0.41, 0.40, -0.22, 0.41, 0.25, -0.29, 0.06, -0.23, 0.75, -0.10, -0.23, -0.33, -0.16, 0.40, -0.04, -0.08, -0.61, 0.38, -0.22, 0.33, 0.35, 0.00, -0.17, -0.18, 0.10, -0.53, -0.18, -0.06, 0.19, 0.37, 0.33],
  "total_charge": 0,
  "de_lowest_ev": 0.732,
  "smiles": "CCOC(=O)OC.CCOC(=O)OC.CCOC(=O)OC.ClCCCl.ClCCCl.ClCCCl.ClCCCl.ClCCCl",
  "orbital_gap_ev": 10.94
}